(1)
Here is the molecule C2H3NO2 in a non-equilibrium geometry from the OMol25 dataset. Energies are from ωB97M-V with the def2-TZVPD basis set.

Values from the calculation:
- relative energy (zero: lowest compared OMol25 entry of this formula, charge and spin) (kJ/mol) = 179.0
- total energy (a.u.) = -283.18983
- SMILES = NC(=O)C=O
- charge = 0
- LUMO energy (Ha) = 0.018
- HOMO-LUMO gap (Eh) = 0.3698

Element x y z (Å)
N1 0.2635 1.1946 -0.2050
C1 0.2654 -0.1491 -0.5268
O1 1.0011 -0.6429 -1.3439
C2 -0.5144 -1.0248 0.5176
O2 0.4246 -0.9989 1.2869
H1 0.3912 1.7743 -1.0209
H2 -0.4482 1.5135 0.4345
H3 -1.3833 -1.6668 0.8574

(2)
Here is a cluster of 7 separate species, C49H34BFO28 in total in a non-equilibrium geometry from the OMol25 dataset. Energies are from ωB97M-V with the def2-TZVPD basis set.

Values from the calculation:
- total energy (a.u.) = -4119.10106
- SMILES = CB(O)c1cc(CC(=O)F)c2c(c1)C(=O)C=CC2=O.O=C1C=C(O)C(=O)C=C1O.O=C1C=C(O)C(=O)C=C1O.O=C1C=C(O)C(=O)C=C1O.O=C1C=C(O)C(=O)C=C1O.O=C1C=C(O)C(=O)C=C1O.O=C1C=C(O)C(=O)C=C1O
- charge = 0
- LUMO energy (Ha) = -0.064
- HOMO-LUMO gap (Eh) = 0.2909

Element x y z (Å)
C1 3.6513 -2.3034 -1.6128
B1 2.4655 -1.6423 -2.4103
O1 2.6124 -0.4372 -3.0608
C2 1.0870 -2.4211 -2.3911
C3 -0.0338 -1.8970 -1.7421
C4 -1.2487 -2.5769 -1.6803
C5 -2.4282 -1.9241 -0.9873
C6 -3.4137 -1.5308 -2.0739
O2 -3.0597 -1.3486 -3.1791
F1 -4.6863 -1.4036 -1.7478
C7 -1.3490 -3.8401 -2.2585
C8 -0.2395 -4.3705 -2.9220
C9 0.9544 -3.6727 -2.9841
C10 -0.3542 -5.7038 -3.5816
O3 0.2762 -5.9765 -4.5740
C11 -1.3146 -6.6317 -2.9502
C12 -2.3552 -6.1343 -2.2845
C13 -2.5722 -4.6659 -2.2146
O4 -3.6979 -4.2240 -2.1545
H1 3.2653 -3.0688 -0.9481
H2 4.1757 -1.5823 -0.9894
H3 4.3400 -2.8165 -2.2838
H4 2.9826 -0.5139 -3.9448
H5 0.0663 -0.9261 -1.2755
H6 -2.8694 -2.5979 -0.2606
H7 -2.0690 -1.0212 -0.5055
H8 1.7992 -4.1191 -3.4931
H9 -1.1579 -7.6983 -3.0002
H10 -3.0648 -6.7885 -1.8036
C14 6.7504 -2.9085 0.9863
C15 7.7079 -2.7547 1.9113
C16 7.9224 -3.7613 3.0101
O5 8.8244 -3.5565 3.7990
C17 7.0410 -4.9167 3.0705
C18 6.0847 -5.0652 2.1467
C19 5.8866 -4.0737 1.0355
O6 4.9995 -4.3023 0.2343
O7 5.2344 -6.0875 2.1277
O8 8.5337 -1.7167 1.9316
H11 6.5889 -2.1933 0.1922
H12 7.1928 -5.6256 3.8723
H13 4.6594 -5.9350 1.3513
H14 9.1241 -1.8547 2.6973
C20 -4.6959 4.2893 0.4945
C21 -3.8909 3.2855 0.8652
C22 -3.7926 2.0185 0.0640
O9 -3.0419 1.1402 0.4542
C23 -4.6079 1.8819 -1.1216
C24 -5.4230 2.8789 -1.4916
C25 -5.5020 4.1586 -0.7044
O10 -6.2470 5.0347 -1.1089
O11 -6.2053 2.8196 -2.5608
O12 -3.1289 3.3284 1.9543
H15 -4.7909 5.2145 1.0526
H16 -4.5397 0.9555 -1.6702
H17 -6.6823 3.6705 -2.5962
H18 -2.6517 2.4780 1.9832
C26 -5.8337 9.7835 2.6714
C27 -5.7766 8.5348 2.1864
C28 -5.6530 7.3392 3.0952
O13 -5.6179 6.2344 2.5822
C29 -5.5773 7.5621 4.5254
C30 -5.6326 8.8109 5.0085
C31 -5.7757 10.0054 4.1025
O14 -5.8332 11.1110 4.6132
O15 -5.5693 9.0822 6.3046
O16 -5.8297 8.2711 0.8875
H19 -5.9234 10.6501 2.0318
H20 -5.4752 6.6971 5.1650
H21 -5.6369 10.0518 6.3869
H22 -5.7895 7.3011 0.7863
C32 4.9231 -5.4069 -6.4613
C33 4.9820 -6.2739 -7.4811
C34 3.9758 -6.2555 -8.6000
O17 4.1141 -7.0661 -9.4967
C35 2.9017 -5.2810 -8.5449
C36 2.8394 -4.4167 -7.5230
C37 3.8624 -4.4187 -6.4191
O18 3.7498 -3.5879 -5.5344
O19 1.8831 -3.5048 -7.4096
O20 5.9209 -7.2045 -7.5863
H23 5.6422 -5.4099 -5.6546
H24 2.1742 -5.2874 -9.3437
H25 2.0648 -3.0177 -6.5845
H26 5.7294 -7.6877 -8.4136
C38 2.0056 -9.5214 2.7136
C39 2.5650 -8.3370 3.0021
C40 1.7871 -7.0498 2.9059
O21 2.3570 -6.0155 3.1990
C41 0.4046 -7.1096 2.4631
C42 -0.1497 -8.2938 2.1729
C43 0.6178 -9.5819 2.2933
O22 0.0324 -10.6148 2.0260
O23 -1.4050 -8.4252 1.7616
O24 3.8282 -8.2125 3.3860
H27 2.5520 -10.4514 2.7802
H28 -0.1387 -6.1787 2.3817
H29 -1.5453 -9.3830 1.6294
H30 3.9847 -7.2578 3.5253
C44 -0.7392 11.3769 5.1041
C45 -2.0155 11.7738 5.0101
C46 -2.4205 12.9449 4.1543
O25 -3.5989 13.2356 4.1069
C47 -1.3808 13.6658 3.4365
C48 -0.1058 13.2687 3.5341
C49 0.2949 12.0850 4.3693
O26 1.4723 11.7784 4.3914
O27 0.8940 13.8799 2.9086
O28 -3.0034 11.1646 5.6592
H31 -0.4370 10.5371 5.7136
H32 -1.6797 14.5144 2.8378
H33 1.7029 13.3889 3.1493
H34 -3.8297 11.6366 5.4243

(3)
Here is a structure of composition C16H26N2O2 in a non-equilibrium geometry from the OMol25 dataset. Energies are from ωB97M-V with the def2-TZVPD basis set.

Values from the calculation:
- relative energy (zero: lowest compared OMol25 entry of this formula, charge and spin) (kJ/mol) = 1678.9
- total energy (a.u.) = -884.66775
- charge = 0
- LUMO energy (Ha) = 0.028
- HOMO-LUMO gap (Eh) = 0.3586

Element x y z (Å)
C1 -6.7319 -0.0954 -0.8922
C2 -5.8933 -0.3574 -0.0708
C3 -5.4880 -1.7751 0.1594
H1 -6.0504 -2.4137 -0.2421
C4 -3.9580 -1.7936 -0.0308
C5 -2.8569 -1.3058 0.9255
O1 -3.1838 -0.8014 2.0048
N1 -1.5992 -1.3056 0.4660
C6 -0.9662 -1.9257 -0.6959
H2 -1.7846 -2.5531 -1.1715
C7 -0.2581 -1.0154 -1.6819
H3 0.2087 -1.3290 -2.5011
C8 0.6475 -0.0156 -0.5784
C9 0.0520 0.3223 0.4866
C10 -0.6444 -0.5961 1.3195
H4 -1.0598 -0.3943 2.2951
H5 0.0860 -1.4363 1.8686
H6 0.8368 0.8425 1.2735
H7 -0.8015 1.1230 0.1412
C11 1.4230 0.7921 -1.5667
C12 2.6505 1.5900 -0.9767
C13 3.9222 0.3444 -0.9455
O2 3.7814 -0.6614 -1.5943
N2 4.9477 0.7025 -0.1644
C14 4.9561 2.2129 0.3182
C15 4.3713 2.0993 1.9491
C16 5.8980 2.1250 1.9015
H8 6.4977 2.9001 1.7496
H9 6.5374 1.0690 2.0422
H10 3.9991 2.9873 2.3859
H11 3.9614 1.2365 2.2415
H12 4.9273 3.0938 -0.0539
H13 5.5785 0.1506 -0.1914
H14 2.9650 2.4229 -1.4300
H15 2.4624 1.8809 0.1291
H16 0.6319 1.5883 -1.9244
H17 1.5694 0.6095 -2.6016
H18 1.5592 -1.1318 -0.3231
H19 -1.0804 -0.2701 -1.8919
H20 -0.0819 -2.8259 -0.3820
H21 -3.7338 -3.1996 0.0204
H22 -3.5113 -1.8316 -1.1242
H23 -5.3386 -1.8610 1.3864
H24 -5.1387 0.4817 0.5762
H25 -6.8705 1.0848 -1.2196
H26 -7.4394 -0.7647 -1.3858

(4)
Here is a structure of composition C17H34O2P2Pd in a non-equilibrium geometry from the OMol25 dataset. Energies are from ωB97M-V with the def2-TZVPD basis set.

Values from the calculation:
- relative energy (zero: lowest compared OMol25 entry of this formula, charge and spin) (kJ/mol) = 506.5
- total energy (a.u.) = -1628.82230
- 2S+1 = 3
- charge = 0
- LUMO energy (spin up / spin down) (Ha) = -0.011 / -0.012
- HOMO-LUMO gap (spin up / spin down) (Eh) = 0.1102 / 0.1904

Element x y z (Å)
P1 -0.2984 -2.0112 -1.9528
P2 0.1209 1.8628 -1.8966
C1 -0.5980 -0.6483 -3.1903
C2 0.2647 0.6652 -3.2588
H1 -1.6848 -0.4188 -3.1812
H2 -0.3687 -1.2448 -4.0982
H3 1.3214 0.4127 -3.4976
H4 -0.1228 1.2010 -4.1490
C3 -1.5263 2.5705 -2.2638
H5 -1.8711 3.1973 -1.4340
H6 -2.3125 1.8378 -2.4740
H7 -1.3725 3.2061 -3.1429
C4 1.2793 3.2081 -2.2445
H8 0.8835 3.7365 -3.1174
H9 2.2892 2.8420 -2.4502
H10 1.2930 3.8848 -1.3838
C5 -1.4481 -3.3268 -2.4611
H11 -1.5052 -4.1219 -1.7059
H12 -1.0257 -3.7356 -3.3805
H13 -2.4638 -2.9303 -2.6073
C6 1.3884 -2.6243 -2.2196
H14 2.1466 -1.8312 -2.3191
H15 1.3141 -3.2205 -3.1409
H16 1.7352 -3.3065 -1.4293
Pd1 1.2228 -0.4298 3.8324
C7 0.1390 1.8815 0.6839
C8 -1.1608 1.4739 0.7450
C9 -1.6996 0.3650 -0.0690
C10 -1.7540 -1.0712 0.4989
C11 -0.6886 -1.9902 -0.1705
C12 0.5661 -1.5548 0.3876
C13 1.3234 -0.3905 -0.0100
C14 1.4213 1.0514 0.6512
C15 -0.1174 -1.8062 4.3147
H17 0.3525 2.7455 1.3262
H18 -1.8767 2.0447 1.3643
H19 -1.0398 0.3150 -0.9594
H20 -2.7056 0.6600 -0.4274
H21 -1.5003 -1.1448 1.5716
H22 -2.7476 -1.5202 0.3193
H23 -0.9506 -3.0514 0.0261
H24 0.9771 -2.1887 1.1917
H25 1.0157 -0.1454 -1.0592
H26 2.3929 -0.7365 -0.1351
H27 1.9500 1.0015 1.6292
H28 2.1482 1.5921 0.0078
H29 0.2500 -1.8925 5.3635
H30 0.1264 -2.7067 3.7272
H31 -1.1675 -1.5093 4.2107
C16 1.6184 1.5452 5.2854
O1 0.1317 1.7757 5.0479
C17 -0.3098 0.9528 4.0726
O2 -1.3844 1.0379 3.5069
H32 1.9994 2.2551 5.9992
H33 2.2042 1.6887 4.3745
H34 1.8249 0.5477 5.6914